1.
42
Properties=species:S:1:pos:R:3:forces:R:3:lowdin_charge:R:1 method="wB97M-V/def2-TZVPD" orbital_gap_ev=8.4137 homo_energy_ev=-8.02 charge=0 molar_mass_g_mol=373.4 de_lowest_kcal_mol=0.0 lumo_ev=0.4
C -6.95985 2.29729 0.61591 -0.114 0.060 0.213 -0.08
O -6.27295 1.91688 -0.55487 0.136 -0.065 -0.255 -0.07
C -5.27789 1.00759 -0.46445 0.269 -0.223 -0.155 -0.27
C -4.85700 0.39234 0.71368 -0.283 0.240 0.027 0.00
C -3.82925 -0.52592 0.67545 0.216 -0.128 -0.263 0.00
C -3.18455 -0.85079 -0.51850 -0.475 0.272 0.356 -0.16
C -2.09272 -1.83373 -0.45834 0.051 -0.180 -0.074 -0.44
O -1.87386 -2.51508 0.51584 -0.220 0.098 -0.059 0.06
C -1.23402 -1.95097 -1.71319 0.703 -0.275 0.340 -0.38
S 0.27404 -2.89844 -1.34843 -0.168 -0.368 -0.505 1.03
C 0.89868 -1.81345 -0.17298 -0.196 0.756 0.019 -0.68
N 0.46265 -0.62183 0.10540 -0.548 -0.874 -1.018 0.06
N 1.25807 -0.14844 1.08472 1.093 0.285 1.187 0.11
C 2.13358 -1.05708 1.35115 -0.375 0.482 -0.040 -0.33
C 3.26431 -0.96307 2.32146 0.138 -0.006 -0.124 -0.12
N 4.06107 0.22318 2.10951 -0.111 0.140 0.582 0.01
C 4.67158 0.46078 0.88572 0.285 0.048 -0.282 -0.27
C 4.98835 -0.56169 -0.00991 -0.185 0.092 0.250 -0.02
C 5.66209 -0.28566 -1.18531 0.169 0.337 -0.232 -0.01
C 6.02312 1.01687 -1.46820 -0.042 -0.132 0.060 -0.29
F 6.68023 1.28749 -2.62083 -0.029 -0.004 0.059 0.04
C 5.72387 2.05224 -0.60111 0.048 -0.141 -0.188 -0.01
C 5.04775 1.76874 0.56701 -0.066 -0.168 0.002 -0.02
O 1.96710 -2.15784 0.57249 -0.078 -0.169 -0.041 0.08
C -3.61173 -0.22967 -1.69654 0.068 -0.126 0.289 -0.02
C -4.64280 0.67839 -1.66838 -0.253 0.205 0.076 0.01
H -7.70393 3.02474 0.29612 0.045 -0.053 0.069 0.09
H -6.28649 2.76318 1.34152 -0.020 -0.032 -0.026 0.10
H -7.46393 1.44402 1.07951 0.033 0.028 -0.014 0.10
H -5.32274 0.62334 1.65838 -0.060 0.043 0.069 0.10
H -3.49635 -1.00797 1.58213 0.026 -0.036 0.064 0.12
H -0.93831 -0.96945 -2.07875 -0.144 -0.015 -0.051 0.08
H -1.76128 -2.50610 -2.48921 0.018 0.024 -0.045 0.09
H 3.88586 -1.85694 2.22440 -0.081 0.031 0.120 0.13
H 2.86814 -0.92590 3.33949 0.097 -0.082 -0.125 0.13
H 3.64383 1.05534 2.50295 -0.006 -0.142 -0.050 0.13
H 4.71283 -1.58312 0.19763 -0.038 -0.114 0.040 0.10
H 5.90445 -1.07328 -1.88117 0.036 -0.059 -0.083 0.12
H 6.01309 3.06136 -0.84797 0.035 0.097 -0.040 0.12
H 4.80187 2.56798 1.25056 -0.010 0.101 0.079 0.11
H -3.15104 -0.46560 -2.64263 0.072 0.004 -0.121 0.11
H -4.98587 1.16026 -2.57026 -0.036 0.049 -0.107 0.12

=====

2.
111
Properties=species:S:1:pos:R:3:forces:R:3:lowdin_charge:R:1 method="wB97M-V/def2-TZVPD" orbital_gap_ev=6.7406 homo_energy_ev=-9.21 charge=+1 molar_mass_g_mol=1151.4 de_lowest_kcal_mol=72.1 lumo_ev=-2.5
Hf -0.34662 0.60652 0.53489 1.487 -0.816 -0.670 1.75
C -0.41091 -2.00330 2.12320 -0.054 0.011 0.169 -0.13
C 0.53892 -2.67989 1.16554 0.057 0.056 0.003 -0.11
O 0.82986 -1.74060 0.11022 -0.252 0.176 0.321 -0.13
C 0.59165 -2.23500 -1.21292 0.138 0.081 -0.181 -0.32
C -0.89070 -2.09337 -1.55160 0.152 0.032 -0.098 -0.11
O -1.32981 -0.76319 -1.32354 -0.057 0.161 0.031 -0.22
C -2.72775 -0.59681 -1.57642 0.006 0.010 0.039 -0.12
C -3.14371 0.69751 -0.91476 -0.121 -0.051 -0.068 -0.11
O -2.61079 0.74903 0.41843 0.183 -0.122 -0.024 -0.26
C -3.32025 0.09044 1.49471 -0.058 0.157 -0.090 -0.10
C -2.77568 -1.31076 1.79978 0.066 -0.049 0.013 -0.10
O -1.43585 -1.42655 1.29504 -0.114 0.195 0.156 -0.25
H 0.09019 -1.20128 2.67506 -0.034 0.020 0.053 0.13
H -0.82162 -2.69682 2.85813 -0.061 -0.065 -0.119 0.15
H 0.09849 -3.58593 0.74676 -0.032 0.026 -0.020 0.14
H 1.47170 -2.93505 1.66971 0.000 -0.021 -0.021 0.15
H 0.82437 -3.30346 -1.25643 0.006 -0.024 0.033 0.15
H 1.49168 -0.48907 -1.83926 0.031 0.090 -0.132 0.03
H -1.47208 -2.77775 -0.92514 -0.015 -0.018 0.007 0.14
H -1.04594 -2.35896 -2.60268 0.014 -0.001 0.008 0.14
H -3.27281 -1.45474 -1.16704 0.016 0.000 0.041 0.14
H -2.90875 -0.54663 -2.65317 0.002 -0.023 -0.010 0.15
H -4.23098 0.77723 -0.88247 0.014 0.074 0.000 0.15
H -2.71738 1.56261 -1.42535 0.034 -0.009 -0.017 0.12
H -4.37921 0.04744 1.23816 0.004 -0.003 -0.025 0.15
H -3.18392 0.73376 2.35507 0.011 0.026 -0.026 0.09
H -3.37208 -2.09237 1.32454 0.015 -0.008 -0.001 0.13
H -2.79276 -1.45630 2.88090 0.022 0.013 -0.003 0.13
F 3.91903 1.77810 -0.48786 0.053 0.245 0.261 0.11
C 3.75446 2.61142 0.56006 0.027 0.074 -0.102 -0.65
F 4.26004 3.80246 0.25448 -0.067 -0.323 0.020 0.16
F 4.40720 2.11169 1.60907 -0.085 0.030 -0.213 0.15
S 1.95438 2.77227 0.93020 0.023 0.563 -0.306 0.59
O 1.63110 1.32365 1.16028 -0.792 -0.408 0.156 -0.42
O 1.87587 3.58540 2.09479 0.109 0.071 0.031 -0.22
N 1.27330 3.32913 -0.32646 0.221 -0.219 0.123 -0.31
S 0.37903 2.24279 -1.27777 -0.206 0.011 1.254 0.59
O 0.91024 0.73043 -1.28361 -0.364 0.222 0.489 -0.58
O -0.77812 2.77847 -1.99825 -0.318 0.238 -0.469 -0.39
C 1.59765 2.59576 -2.79056 -0.148 0.042 -0.054 -0.60
F 2.42707 1.54100 -3.04522 -0.021 0.243 0.011 0.07
F 2.37963 3.65972 -2.61346 -0.133 -0.157 -0.141 0.12
F 0.89405 2.78372 -3.92258 0.244 0.048 0.112 0.09
N 1.50914 -1.51571 -2.04945 0.104 -0.721 -0.143 -0.06
P 2.06068 -1.96176 -3.51712 -0.078 0.054 0.086 1.03
C 3.77694 -1.48372 -3.60850 -0.020 -0.020 -0.012 -0.29
C 4.33322 -0.69243 -2.60683 -0.019 -0.008 0.018 -0.07
C 5.65737 -0.29387 -2.71202 0.010 0.004 -0.012 -0.04
C 6.41890 -0.69047 -3.80066 -0.026 -0.002 -0.003 -0.05
C 5.86435 -1.48863 -4.79536 0.009 0.014 -0.010 -0.06
C 4.54156 -1.88207 -4.70648 0.024 0.000 0.031 -0.07
C 1.09808 -1.15816 -4.79238 0.011 -0.046 -0.024 -0.28
C 1.24115 -1.51366 -6.13488 -0.039 0.003 -0.057 -0.08
C 0.53976 -0.82014 -7.10536 0.028 -0.017 -0.005 -0.06
C -0.29022 0.23575 -6.74378 0.006 -0.009 0.062 -0.05
C -0.42706 0.59484 -5.41139 -0.064 -0.041 -0.088 -0.05
C 0.25958 -0.10532 -4.43023 -0.021 0.011 0.057 -0.07
C 1.90642 -3.73777 -3.66714 0.027 0.045 0.005 -0.29
C 0.79165 -4.31167 -4.27771 -0.006 0.013 0.012 -0.07
C 0.65517 -5.69115 -4.29969 0.005 -0.019 -0.004 -0.06
C 1.62463 -6.49335 -3.71248 -0.001 0.024 -0.003 -0.05
C 2.73361 -5.92269 -3.10024 0.012 -0.018 -0.003 -0.05
C 2.87984 -4.54538 -3.07756 0.003 -0.005 0.006 -0.06
H 3.74196 -0.37429 -1.75781 0.044 -0.033 -0.043 0.10
H 6.08693 0.33329 -1.94280 0.001 -0.001 0.001 0.11
H 7.45068 -0.37505 -3.87951 0.005 -0.007 0.005 0.11
H 6.46362 -1.80113 -5.63964 0.000 0.006 -0.002 0.11
H 4.11619 -2.50782 -5.48181 -0.013 -0.002 -0.010 0.11
H 1.88909 -2.33175 -6.42543 0.009 -0.011 -0.002 0.11
H 0.64763 -1.09430 -8.14603 -0.002 -0.003 -0.002 0.11
H -0.82098 0.78683 -7.50854 -0.006 0.001 -0.002 0.11
H -1.04320 1.43828 -5.12892 0.006 -0.019 0.009 0.12
H 0.17125 0.20303 -3.39271 -0.030 -0.099 -0.172 0.08
H 0.04347 -3.68391 -4.74594 -0.001 0.004 -0.014 0.11
H -0.20114 -6.14056 -4.78423 -0.001 0.001 0.002 0.11
H 1.52052 -7.56988 -3.73975 -0.003 -0.001 0.004 0.11
H 3.48994 -6.55228 -2.65140 0.000 0.002 0.000 0.11
H 3.74952 -4.09545 -2.61324 0.003 -0.007 -0.006 0.12
C -1.96634 -0.28924 8.27808 -0.001 0.008 -0.002 -0.05
C -2.51662 0.35775 7.03428 0.000 -0.002 0.000 -0.22
C -3.34469 -0.37886 6.19078 -0.008 -0.020 -0.006 -0.06
C -3.86840 0.18758 5.03848 -0.001 0.040 0.047 -0.10
C -3.57304 1.50263 4.72305 -0.043 0.003 0.093 -0.04
C -2.73126 2.24424 5.54909 0.104 -0.047 -0.060 -0.21
N -2.39489 3.56263 5.19324 0.002 0.035 -0.020 0.10
C -2.28141 3.98272 3.86948 -0.074 -0.143 -0.047 -0.19
C -2.88445 5.16779 3.44988 0.067 0.039 0.042 -0.01
C -2.82884 5.56598 2.12466 -0.011 -0.041 -0.004 -0.06
C -2.22568 4.75357 1.17365 0.012 -0.003 -0.002 -0.06
C -1.63250 3.57338 1.58621 0.078 -0.044 -0.246 -0.04
C -1.59862 3.19683 2.92232 -0.083 -0.054 0.078 -0.08
C -0.77495 2.01841 3.34402 0.124 -0.148 0.170 -0.50
O -0.14626 1.95532 4.36233 -0.043 -0.008 -0.079 0.15
O -0.79475 0.99246 2.46337 0.103 0.266 -0.542 -0.21
C -2.18665 1.67744 6.70660 -0.037 0.025 -0.002 -0.16
C -1.23911 2.49675 7.53625 -0.018 -0.022 -0.010 -0.03
H -2.40745 -1.27375 8.42663 0.004 0.001 -0.003 0.07
H -2.17234 0.31018 9.16555 -0.007 -0.003 0.001 0.09
H -0.88290 -0.41190 8.21565 -0.002 0.003 -0.002 0.09
H -3.59862 -1.39812 6.45702 0.005 0.001 0.001 0.10
H -4.54994 -0.38156 4.41487 -0.021 0.001 0.011 0.10
H -4.00988 1.98053 3.85500 -0.037 0.040 0.021 0.12
H -2.47507 4.27327 5.89993 -0.009 0.009 -0.012 0.15
H -3.41660 5.76700 4.17904 0.002 0.005 -0.008 0.12
H -3.29124 6.49808 1.82684 -0.002 -0.001 0.008 0.11
H -2.19649 5.03648 0.13008 0.008 0.003 0.008 0.11
H -1.14624 2.96629 0.80817 -0.108 0.358 0.355 0.04
H -0.56395 3.04557 6.87945 0.015 0.000 -0.007 0.08
H -0.64289 1.87716 8.20104 -0.001 0.004 -0.004 0.07
H -1.77036 3.22300 8.15945 0.000 0.002 -0.005 0.09

=====

3.
12
Properties=species:S:1:pos:R:3:forces:R:3:lowdin_charge:R:1 method="wB97M-V/def2-TZVPD" orbital_gap_ev="8.5967 / 8.5978" homo_energy_ev="-8.25 / -8.25" charge=0 molar_mass_g_mol=78.1 de_lowest_kcal_mol=131.6 lumo_ev="0.3 / 0.3"
C 1.65936 -1.31997 -0.49417 1.459 0.228 1.043 0.06
C 0.90969 -0.33437 -0.06642 -1.280 1.995 -1.317 -0.30
C 1.05553 0.94232 0.77191 0.730 -1.203 0.895 0.01
C 0.28492 1.79734 0.11899 -2.216 -2.001 -0.714 -0.01
C -0.33227 0.41237 -0.33315 1.125 2.198 1.031 -0.18
C -1.66353 -0.12182 0.13249 0.714 3.300 1.221 -0.05
H 1.47410 -2.00140 -1.30691 -0.361 0.037 0.014 0.06
H 2.63197 -1.35470 0.01978 -0.379 -0.443 -0.389 0.08
H -0.17063 2.77517 0.34139 0.550 -0.591 -0.665 0.10
H -2.52486 0.56899 -0.01250 0.749 -0.493 0.029 0.10
H -1.55058 -0.36587 1.17795 -0.189 0.017 0.644 0.09
H -1.77371 -0.99807 -0.34936 -0.901 -3.044 -1.793 0.03

=====

4.
10
Properties=species:S:1:pos:R:3:forces:R:3:lowdin_charge:R:1 method="wB97M-V/def2-TZVPD" orbital_gap_ev=10.5363 homo_energy_ev=-9.93 charge=0 molar_mass_g_mol=188.0 de_lowest_kcal_mol=4.1 lumo_ev=0.6
C 1.35226 -0.89513 -0.50840 1.106 2.952 -1.602 0.02
C 0.64503 0.31571 0.12778 -0.546 -4.323 1.167 -0.62
O -0.20066 0.13107 0.98797 0.238 0.932 -0.783 0.05
O 1.12300 1.45700 -0.23012 -1.017 3.020 0.155 0.12
H 0.64942 -1.61590 -0.86305 -0.468 -0.213 -0.557 0.07
H 2.10871 -0.47479 -1.29954 -1.492 -1.286 1.318 0.12
H 1.86749 -1.34785 0.29071 0.902 -0.596 0.906 0.06
H 0.48958 2.09944 0.21598 1.230 -0.478 -0.596 0.17
I -4.41400 -0.09522 0.05324 -1.306 -0.847 -1.931 0.44
H -3.62083 0.42568 1.22543 1.353 0.838 1.924 -0.44